[1]
ORCA calculation (wB97M-V/def2-TZVPD) on C20H29N5O4S as an isolated structure in a non-equilibrium geometry.

```
! RIJCOSX wB97M-V def2-TZVPD def2/J DEFGRID3
* xyz 0 1
C -6.1147 -2.9670 0.2690
H -5.9640 -3.1045 1.2600
C -4.9614 -1.8663 -0.3052
C -3.6513 -2.4529 0.0461
C -2.6545 -1.5563 -0.5174
N -3.0237 -0.2050 0.3338
C -1.9867 0.7144 0.4208
H -2.1348 1.6394 0.8710
C -1.6890 1.5427 -1.2133
N -0.2092 1.8494 -1.2514
C 0.1465 3.2711 -0.7519
O -0.6391 4.0759 -0.5436
C 1.7526 3.0650 -0.8045
C 2.0818 3.8989 0.7360
C 1.7459 2.7502 1.6440
C 2.4387 1.4348 1.6120
N 2.2494 0.8681 0.1970
S 1.8457 -0.5805 -0.0940
O 1.4885 -0.4831 -1.5886
O 1.0197 -1.0039 0.9851
C 3.3584 -1.4909 -0.2254
C 3.1970 -2.7517 0.0365
C 4.4537 -3.5674 -0.0637
C 5.6621 -3.1200 0.0388
C 5.8511 -1.5979 -0.3866
N 6.9947 -0.9562 -0.1577
O 6.4602 0.0807 -0.1509
N 5.1513 0.4984 -0.1784
C 4.6046 -0.9485 -0.0341
H 6.6403 -3.8291 -0.0664
H 4.3227 -4.6395 -0.1597
H 2.2996 -3.3132 -0.2285
C 2.5816 2.0121 -0.8765
H 3.5975 2.0873 -0.8625
H 2.3234 1.4321 -1.8554
H 3.6332 1.8255 1.6326
H 2.2139 0.6779 1.9872
H 0.6832 2.5826 2.0446
H 2.0234 3.1851 2.7722
H 1.3411 4.8302 0.9675
H 3.1968 4.0113 0.8986
H 1.8696 4.0559 -1.2142
H 0.2823 1.0815 -1.3817
H -1.9147 0.6790 -1.8989
H -2.3489 2.4793 -1.2972
H -0.8292 0.2560 0.5497
C -4.1880 0.2877 -0.0374
C -5.2185 -0.7352 0.4008
H -5.2840 -0.5984 1.3442
H -6.4640 -0.1343 0.1378
H -4.3861 1.4056 0.3733
H -4.3327 0.6063 -1.2200
H -1.4871 -1.6298 -0.1712
H -2.6385 -1.3768 -1.3674
H -3.5142 -2.6256 1.2687
H -3.4461 -3.2779 -0.2019
H -5.2169 -1.9115 -1.4362
H -6.0761 -3.9281 -0.2294
H -7.1373 -2.5331 -0.0557
*
```

## Properties
* LUMO energy: -1.15 eV
* energy relative to the best compared isomer or geometry (same formula, charge and spin): 2624.4 kJ/mol
* E: -1751.513324 Eh
* maximum force: 18.50 eV/Å
* orbital gap: 5.9 eV
* molecular weight: 435.55 g mol⁻¹

---

[2]
ORCA calculation (wB97M-V/def2-TZVPD) on C2H10BaN3 as an isolated structure in a non-equilibrium geometry.

```
! RIJCOSX wB97M-V def2-TZVPD def2/J DEFGRID3
* xyz -1 1
C 2.4831 -0.2932 0.5555
Ba 0.0856 0.2372 0.6396
N -2.7526 0.3270 0.7852
N -0.5548 -1.4306 -1.3745
H -3.1464 1.1352 0.2923
H 1.5937 -0.8341 1.3486
H 3.2199 0.1579 1.2292
H 2.2465 0.4521 -0.2384
H 2.9628 -1.1531 0.0714
H -1.1397 -1.0255 -2.1137
H -1.0427 -2.2793 -1.0680
H 0.3033 -1.7520 -1.8363
H -3.1872 -0.4971 0.3601
H -3.1184 0.3789 1.7376
N 1.1411 3.8643 -0.2219
C 0.9058 2.7122 -0.1669
*
```

## Properties
* LUMO energy (spin up / spin down): 2.33 / 2.32 eV
* energy relative to the best compared isomer or geometry (same formula, charge and spin): 90.7 kJ/mol
* E: -271.835298 Eh
* maximum force: 6.07 eV/Å
* orbital gap (spin up / spin down): 2.8 / 2.9 eV
* molecular weight: 213.45 g mol⁻¹

---

[3]
ORCA calculation (wB97M-V/def2-TZVPD) on a 8-piece molecular cluster, C15H33F6N2O14PS overall in a non-equilibrium geometry.

```
! RIJCOSX wB97M-V def2-TZVPD def2/J DEFGRID3
* xyz 0 1
N -0.4780 1.1689 0.0727
H -0.0227 0.3689 -0.3613
H -0.6758 0.9143 1.0376
H -1.3376 1.3612 -0.4528
H 0.1227 2.0320 0.0291
N 0.3863 5.1871 -1.1956
H 0.5295 5.8880 -0.4666
H 0.9677 5.6547 -1.8962
H -0.5621 5.1711 -1.5788
H 0.7984 4.2677 -0.8211
C 2.6968 2.9864 0.6307
O 1.5781 2.9767 -0.1876
H 2.5717 2.4686 1.6001
H 3.5767 2.5453 0.1382
H 2.9428 4.0242 0.9239
P -2.7142 3.4516 -1.6302
F -4.1737 3.9875 -1.2302
F -2.5015 4.7423 -2.5740
F -2.0833 4.2525 -0.3660
F -1.2327 2.8903 -2.0037
F -3.0123 2.1276 -0.7013
F -3.2894 2.5633 -2.8460
C 0.3131 0.9236 -4.2821
C 1.4039 1.7123 -3.5997
C 2.4150 0.9324 -2.7518
O 3.6722 1.5570 -3.0958
C 3.5504 2.2787 -4.2199
O 4.4366 2.7587 -4.8541
O 2.2548 2.3023 -4.6057
H 0.7345 -0.0098 -4.6635
H -0.0863 1.4285 -5.1601
H -0.4876 0.7238 -3.5754
H 1.0239 2.5312 -2.9868
H 2.4541 -0.1418 -2.9152
H 2.3409 1.1819 -1.6926
C 2.1407 -3.5702 3.9478
C 0.6563 -3.3675 3.6663
C -0.1088 -2.7543 4.8305
O -0.8652 -1.6771 4.2010
C -0.4426 -1.5027 2.9308
O -0.7573 -0.5767 2.2553
O 0.4582 -2.4439 2.6063
H 2.4684 -2.6075 4.3520
H 2.7343 -3.8212 3.0721
H 2.3213 -4.3376 4.6992
H 0.2881 -4.3619 3.3977
H 0.4613 -2.2395 5.6024
H -0.8963 -3.3658 5.2635
C 3.3215 -4.1991 -1.0476
C 1.9572 -3.8444 -1.6063
C 0.8471 -4.0897 -0.5682
O 0.0170 -2.9468 -0.6705
C 0.6370 -2.0077 -1.4051
O 0.1271 -0.9876 -1.7524
O 1.8472 -2.4309 -1.8176
H 4.0495 -3.8605 -1.7861
H 3.4221 -5.2840 -0.9860
H 3.4926 -3.7647 -0.0665
H 1.7579 -4.3752 -2.5366
H 1.2586 -4.2603 0.4301
H 0.2940 -5.0085 -0.7691
C -4.6469 -1.1587 3.3069
C -4.6412 0.3578 3.0848
O -4.7441 0.5614 1.6957
S -4.2939 -0.7033 0.8282
O -2.9290 -0.5533 0.4753
O -5.2382 -0.9959 -0.1762
O -4.3436 -1.7446 2.0513
H -5.6371 -1.4825 3.6297
H -3.9160 -1.4811 4.0448
H -3.7455 0.8426 3.4823
H -5.4644 0.8341 3.6165
*
```

## Properties
* LUMO energy: -0.08 eV
* E: -3093.200075 Eh
* maximum force: 2.50 eV/Å
* orbital gap: 8.0 eV
* molecular weight: 642.46 g mol⁻¹

---

[4]
ORCA calculation (wB97M-V/def2-TZVPD) on C4H9OS as an isolated structure in a non-equilibrium geometry.

```
! RIJCOSX wB97M-V def2-TZVPD def2/J DEFGRID3
* xyz -1 1
O 1.3931 -1.7673 0.1705
C 0.8639 -1.3043 1.2218
H 0.1173 -1.9503 1.7597
H 1.4947 -0.7475 1.8923
C 0.1755 1.9620 -1.3299
C 0.0871 0.4229 -1.4931
C -0.9750 -0.1513 -0.6151
S -0.7639 0.3277 1.0936
H -0.8283 2.3438 -1.4225
H 0.7312 2.4973 -2.1006
H 0.5728 2.2559 -0.3657
H -0.0433 0.1054 -2.5307
H 1.0603 -0.0007 -1.1840
H -0.8908 -1.2607 -0.6678
H -2.0449 0.0761 -0.9435
*
```

## Properties
* LUMO energy: 3.94 eV
* energy relative to the best compared isomer or geometry (same formula, charge and spin): 76.1 kJ/mol
* E: -631.228115 Eh
* maximum force: 2.09 eV/Å
* orbital gap: 7.0 eV
* molecular weight: 105.18 g mol⁻¹

---

[5]
ORCA calculation (wB97M-V/def2-TZVPD) on a 10-piece molecular cluster, C42H77F9N12O10S2 overall in a non-equilibrium geometry.

```
! RIJCOSX wB97M-V def2-TZVPD def2/J DEFGRID3
* xyz 4 1
C -0.1809 -0.4642 0.2590
O 0.1570 0.8487 0.1148
O -1.4907 -0.5799 -0.1999
C 0.8030 -1.4799 -0.3442
F 0.4260 -2.8080 -0.0239
F 0.9617 -1.5044 -1.6590
F 2.0673 -1.4564 0.0383
C 1.1172 1.3947 1.0187
C 1.3433 2.9042 0.8702
H 1.7734 3.0977 -0.1124
H 0.3761 3.3962 0.9733
H 1.9582 3.2628 1.6957
H 2.1522 1.0888 0.8664
H 0.8343 1.2099 2.0550
H -0.1725 -0.7135 1.3201
C -7.4558 2.6766 0.8915
C -6.8549 3.1654 -0.3016
O -7.3867 3.3045 -1.3527
N -5.3459 3.4299 -0.2123
H -5.1334 3.8847 0.6641
H -4.7525 2.6131 -0.2396
C -4.8075 4.3836 -1.3451
H -6.7590 2.4210 1.6898
H -8.2350 1.9352 0.7148
H -8.0871 3.4658 1.2999
H -5.1667 5.4100 -1.2706
H -4.8074 3.8378 -2.2885
H -3.7460 4.5445 -1.1568
C 2.8548 5.8333 -6.3568
C 2.4564 7.3416 -6.4827
O 1.8724 8.0172 -5.6204
N 3.1416 8.1235 -7.6634
H 4.0007 8.6276 -7.4965
H 3.3514 7.4392 -8.3760
C 2.0174 8.9239 -8.3239
H 3.9012 5.8777 -6.0551
H 2.6852 5.3193 -7.3029
H 2.3937 5.4358 -5.4527
H 1.3792 8.1207 -8.6923
H 2.4681 9.5453 -9.0977
H 1.4525 9.4433 -7.5498
C 5.2388 -3.9667 -9.1542
C 6.6821 -4.3718 -8.6856
N 7.5569 -3.6046 -9.5091
C 7.8012 -2.2914 -9.3628
C 8.3141 -1.8208 -10.5440
N 8.5386 -2.9241 -11.3770
C 8.0435 -4.0064 -10.6934
C 8.9362 -2.8725 -12.7208
H 4.9244 -2.9364 -8.9880
H 4.5607 -4.5446 -8.5263
H 5.1272 -4.3895 -10.1527
H 6.7536 -5.4506 -8.8238
H 6.9464 -4.1495 -7.6518
H 7.3964 -1.7769 -8.5038
H 8.5250 -0.7905 -10.7899
H 7.7069 -4.8944 -11.2076
H 8.4139 -3.6959 -13.2080
H 10.0141 -3.0314 -12.6902
H 8.6937 -1.9326 -13.2166
C -6.3734 -6.9799 2.7823
C -5.1816 -6.9018 1.8130
N -4.7061 -8.1853 1.5797
C -4.4878 -9.1916 2.5129
C -4.1301 -10.4108 1.8471
N -3.7977 -9.9840 0.5721
C -4.2381 -8.7024 0.4168
C -3.3419 -10.8400 -0.5148
H -7.0975 -7.7700 2.5835
H -6.9649 -6.0645 2.7966
H -5.9395 -7.1810 3.7618
H -4.3775 -6.2355 2.1256
H -5.4377 -6.4181 0.8704
H -4.5635 -9.0258 3.5774
H -4.0022 -11.3741 2.3185
H -4.3270 -8.1253 -0.4917
H -3.3564 -11.9003 -0.2622
H -2.2986 -10.6374 -0.7568
H -3.7734 -10.5948 -1.4853
C -11.0235 -2.4864 -4.7951
C -9.9519 -2.5659 -3.7029
N -8.7427 -3.2271 -4.2624
C -8.6963 -4.5216 -4.5009
C -7.5146 -4.8783 -5.1218
N -6.7546 -3.6846 -5.1034
C -7.5155 -2.6700 -4.5889
C -5.4684 -3.5586 -5.7444
H -11.9933 -2.6489 -4.3248
H -11.0797 -3.3185 -5.4970
H -11.0130 -1.5075 -5.2743
H -10.2911 -3.0988 -2.8147
H -9.7269 -1.5868 -3.2799
H -9.3834 -5.2341 -4.0689
H -7.1350 -5.8559 -5.3799
H -7.2548 -1.6350 -4.4234
H -5.5611 -4.1146 -6.6773
H -4.7652 -3.9914 -5.0329
H -5.2323 -2.5053 -5.8960
C 2.4941 12.1465 12.2078
C 3.1396 12.7097 10.8969
N 2.3923 12.2604 9.7675
C 1.2923 12.9643 9.2972
C 0.9036 12.3422 8.0225
N 1.7786 11.2094 7.8398
C 2.6718 11.2361 8.8789
C 1.7830 10.3454 6.7284
H 1.5602 12.6832 12.3751
H 3.1896 12.1734 13.0466
H 2.1600 11.1142 12.1039
H 4.0037 12.0536 10.7919
H 3.3736 13.7699 10.9930
H 1.0471 13.8439 9.8739
H 0.2027 12.7059 7.2858
H 3.6056 10.6943 8.9095
H 2.0301 9.3128 6.9750
H 2.5970 10.5468 6.0321
H 0.7715 10.2087 6.3458
C 2.4030 -4.1998 6.7731
C 3.5207 -5.1505 6.3399
N 3.2453 -6.5629 6.4185
C 3.1544 -7.5787 5.3806
C 2.8208 -8.8468 5.9470
N 2.7698 -8.5784 7.3101
C 3.0393 -7.2880 7.5990
C 2.6714 -9.5457 8.3750
H 2.6825 -3.1763 6.5232
H 2.1372 -4.3903 7.8129
H 1.5632 -4.2285 6.0788
H 4.3242 -4.8651 7.0190
H 3.9891 -4.8112 5.4160
H 3.4402 -7.2921 4.3793
H 2.7717 -9.8433 5.5337
H 3.2228 -6.8925 8.5871
H 1.9940 -9.0543 9.0733
H 3.6851 -9.7327 8.7294
H 2.2306 -10.4627 7.9840
C 8.4875 2.9160 -1.4697
F 8.6158 3.7473 -0.3697
F 8.5387 1.6262 -1.0811
F 7.3267 3.1125 -2.0024
S 9.9096 3.3245 -2.7940
O 9.4874 2.4655 -3.9667
O 9.7128 4.7578 -2.9995
O 11.2499 3.0668 -2.3516
C -3.6439 2.2528 7.6512
F -2.4382 2.2467 8.2544
F -3.7179 1.3355 6.7427
F -4.4806 2.1301 8.6745
S -3.9366 3.9598 6.8147
O -2.8612 4.7427 7.2748
O -3.9334 3.8141 5.3679
O -5.2165 4.4259 7.3562
*
```

## Properties
* LUMO energy: -6.56 eV
* energy relative to the best compared isomer or geometry (same formula, charge and spin): 405.7 kJ/mol
* E: -4749.564237 Eh
* maximum force: 6.01 eV/Å
* orbital gap: 3.6 eV
* molecular weight: 1145.27 g mol⁻¹

---

[6]
ORCA calculation (wB97M-V/def2-TZVPD) on one molecule with the formula C3H6OS in a non-equilibrium geometry.

```
! RIJCOSX wB97M-V def2-TZVPD def2/J DEFGRID3
* xyz 0 1
S 1.5328 0.9776 0.9638
C 0.2971 -0.2204 0.4042
C -1.1483 0.0386 0.6275
O -1.3905 -0.3159 -0.7431
C 0.0011 -0.1477 -1.1407
H 2.6274 0.3104 0.5441
H 0.5534 -1.2576 0.5994
H -1.6261 -0.4618 1.4607
H -1.3488 1.1018 0.6467
H 0.3426 -0.9149 -1.7745
H 0.1594 0.8900 -1.5881
*
```

## Properties
* LUMO energy: 0.82 eV
* SMILES: SC1COC1
* energy relative to the best compared isomer or geometry (same formula, charge and spin): 175.9 kJ/mol
* E: -591.265997 Eh
* maximum force: 3.40 eV/Å
* orbital gap: 10.0 eV
* molecular weight: 90.15 g mol⁻¹

---

[7]
ORCA calculation (wB97M-V/def2-TZVPD) on a 2-piece molecular cluster, C8H14N2O3S overall in a non-equilibrium geometry.

```
! RIJCOSX wB97M-V def2-TZVPD def2/J DEFGRID3
* xyz 0 1
C -2.1119 -0.6315 0.3834
C -0.9040 0.0668 0.8400
C -2.5520 0.0697 -1.0122
C 1.6257 0.3230 0.5954
C 1.5719 1.8315 0.1760
C 2.7608 -0.3985 0.1200
C 2.1683 -1.4435 -0.9226
C 0.6323 -1.4872 -0.7426
H -3.3048 0.4824 1.7922
H -4.0443 -0.9861 1.2688
H -1.8259 -1.6205 0.0449
H -3.4481 -0.5209 -1.5273
H -1.7913 -0.0164 -1.8465
H -2.7786 2.2586 1.0998
H 1.7017 0.1960 1.7306
H 3.4785 -0.9962 0.8240
H 3.3929 0.5087 -0.3407
H 2.4695 -1.2979 -2.1951
H 2.5135 -2.7167 -0.8556
H 0.0092 -1.3242 -1.6089
H 0.4397 -2.4543 -0.3786
H 2.8377 3.3614 0.1200
N -3.1365 -0.6199 1.4878
N 0.3760 -0.2565 0.0789
O -0.9748 0.8193 1.8476
O 0.8123 2.2290 -0.6464
O 2.5452 2.6303 0.7511
S -2.4628 1.9936 -1.0838
*
```

## Properties
* LUMO energy: -1.23 eV
* energy relative to the best compared isomer or geometry (same formula, charge and spin): 720.5 kJ/mol
* E: -1046.408082 Eh
* maximum force: 5.72 eV/Å
* orbital gap: 7.5 eV
* molecular weight: 218.28 g mol⁻¹

---

[8]
ORCA calculation (wB97M-V/def2-TZVPD) on a 6-piece molecular cluster, C15H23BBr10F6O3S overall in a non-equilibrium geometry.

```
! RIJCOSX wB97M-V def2-TZVPD def2/J DEFGRID3
* xyz 0 1
O 4.2254 1.4868 0.9871
C 3.1765 1.9665 0.6753
O 2.1691 1.3214 0.0780
C 2.8952 3.4488 1.0082
F 2.1710 3.4806 2.1707
F 4.0868 4.0465 1.2332
C 2.1897 4.3275 -0.0477
F 2.1268 5.5687 0.4981
F 3.0075 4.3582 -1.1301
C 0.7547 3.9932 -0.5390
F 0.8043 2.9633 -1.4239
F 0.3626 5.1025 -1.2228
C -0.3277 3.7065 0.5420
O -0.8450 4.6681 1.0677
B -0.8082 2.2209 0.8911
S -0.8825 1.7147 2.5736
H 1.8124 0.6516 0.6975
H -1.1855 1.4310 0.1018
H -0.5873 2.8764 3.1692
Br -0.9961 -1.2683 -0.8910
C -2.7272 -2.0865 -1.2182
C -3.6593 -1.1208 -1.8979
Br -4.2770 0.2497 -0.6634
H -3.0998 -2.4170 -0.2548
H -2.5374 -2.9525 -1.8497
H -4.5487 -1.6332 -2.2570
H -3.1825 -0.5974 -2.7198
Br 1.4528 -1.1024 3.0102
C 2.1317 0.0958 4.3875
C 2.8667 -0.6603 5.4594
Br 1.6484 -1.6139 6.6374
H 1.2749 0.6378 4.7746
H 2.8055 0.7812 3.8846
H 3.4149 0.0306 6.0945
H 3.5477 -1.3977 5.0492
Br 2.4883 -1.2070 -3.2596
C 1.5860 -2.0489 -4.7592
C 0.2864 -2.6851 -4.3469
Br 0.5706 -4.3382 -3.3619
H 2.2815 -2.7675 -5.1791
H 1.4033 -1.2554 -5.4800
H -0.2959 -2.9597 -5.2235
H -0.3002 -2.0403 -3.7000
Br 6.1301 -5.2193 -0.1128
C 4.4776 -6.1550 -0.5292
C 3.4969 -5.2727 -1.2535
Br 2.6577 -3.9871 -0.0650
H 4.0823 -6.5218 0.4118
H 4.7657 -6.9946 -1.1572
H 2.6852 -5.8685 -1.6638
H 3.9629 -4.7001 -2.0485
Br -8.7182 4.1007 -0.4936
C -7.7428 2.4249 -0.3498
C -7.2075 2.2005 1.0384
Br -5.6598 3.3178 1.4082
H -6.9524 2.4585 -1.0919
H -8.4554 1.6460 -0.6099
H -6.8614 1.1747 1.1443
H -7.9410 2.4195 1.8065
*
```

## Properties
* LUMO energy: -0.65 eV
* SMILES: O=C(O)C(F)(F)C(F)(F)C(F)(F)C(=O)BS.BrCCBr.BrCCBr.BrCCBr.BrCCBr.BrCCBr
* E: -27573.473444 Eh
* maximum force: 1.27 eV/Å
* orbital gap: 9.3 eV
* molecular weight: 1207.25 g mol⁻¹